Entry from the Open Molecules 2025 dataset: a structure of composition C41H47F15GeN7O3P2SSiTi (ωB97M-V/def2-TZVPD).

- Energy: -7994.502928 Ha
- Lowest unoccupied orbital energy (alpha / beta): -0.1 / -0.1 eV
- Gap between HOMO and LUMO (alpha / beta): 6.97 / 7.23 eV
- Energy relative to the best compared isomer or geometry (same formula, charge and spin): 0.000 eV

```
! wB97M-V def2-TZVPD RIJCOSX def2/J DEFGRID3
* xyz 0 2
Ti -0.274 0.184 1.069
C 2.981 -0.898 5.056
N 2.597 -2.060 4.257
C 3.126 -3.346 4.692
P 1.779 -1.919 2.858
O 1.256 -0.542 2.697
O 2.850 -2.267 1.678
P 2.736 -1.612 0.210
O 1.430 -0.997 -0.092
N 3.921 -0.445 0.241
C 4.074 0.276 -1.036
C 5.201 -0.684 0.919
N 3.064 -2.901 -0.753
C 4.259 -3.712 -0.505
C 2.693 -2.784 -2.175
N 0.720 -3.143 2.692
C 0.975 -4.414 2.019
C -0.345 -3.193 3.704
H 2.648 -1.029 6.088
H 2.511 -0.005 4.652
H 4.067 -0.763 5.057
H 2.724 -3.618 5.670
H 4.216 -3.305 4.766
H 2.863 -4.129 3.980
H 3.117 0.337 -1.559
H 4.801 -0.214 -1.693
H 4.425 1.290 -0.840
H 5.049 -1.251 1.833
H 5.641 0.279 1.184
H 5.913 -1.218 0.281
H 4.482 -3.753 0.559
H 5.133 -3.326 -1.041
H 4.071 -4.727 -0.856
H 1.838 -2.118 -2.282
H 2.410 -3.767 -2.555
H 3.523 -2.405 -2.783
H 1.186 -5.209 2.742
H 1.805 -4.330 1.322
H 0.085 -4.699 1.452
H -0.547 -2.196 4.091
H -0.079 -3.870 4.525
H -1.263 -3.550 3.235
N -0.718 2.557 2.328
C 0.359 3.488 2.005
C 1.631 2.684 1.850
N 1.401 1.634 0.839
H -1.617 2.885 2.008
H -0.776 2.353 3.315
H 0.507 4.271 2.751
H 0.121 3.969 1.059
H 1.864 2.190 2.794
H 2.463 3.335 1.578
H 2.244 1.085 0.726
H 1.193 2.069 -0.056
F 1.375 3.503 -1.173
C 1.147 4.055 -2.377
C 0.059 3.667 -3.128
C -0.051 4.262 -4.373
F -1.081 3.959 -5.172
C 0.847 5.199 -4.840
F 0.699 5.751 -6.038
C 1.913 5.567 -4.046
F 2.786 6.458 -4.477
C 2.069 4.988 -2.807
F 3.108 5.324 -2.045
Ge -1.360 2.378 -2.542
S -1.554 1.805 -0.489
C -0.896 1.035 -3.930
C 0.331 0.412 -3.793
F 1.052 0.596 -2.676
C 0.896 -0.349 -4.792
F 2.095 -0.918 -4.637
C 0.221 -0.508 -5.984
F 0.762 -1.225 -6.952
C -1.009 0.087 -6.158
F -1.656 -0.062 -7.307
C -1.548 0.845 -5.135
F -2.737 1.408 -5.365
C -3.091 3.246 -2.950
C -3.304 4.614 -2.931
F -2.290 5.471 -2.734
C -4.557 5.170 -3.094
F -4.725 6.490 -3.085
C -5.648 4.343 -3.254
F -6.856 4.864 -3.401
C -5.482 2.973 -3.250
F -6.540 2.180 -3.389
C -4.216 2.451 -3.092
F -4.093 1.117 -3.075
C -1.468 -1.522 0.419
C -1.551 -1.958 -0.990
C -2.595 -1.514 -1.816
C -2.766 -1.999 -3.099
C -1.880 -2.941 -3.620
C -0.816 -3.377 -2.827
C -0.660 -2.894 -1.541
C -2.063 -3.495 -4.936
N -2.201 -3.952 -5.986
H -1.001 -2.308 1.021
H -2.460 -1.312 0.797
H -3.294 -0.791 -1.418
H -3.599 -1.656 -3.704
H -0.129 -4.115 -3.229
H 0.145 -3.273 -0.920
C -2.959 -1.874 5.983
Si -3.362 -0.266 5.107
C -5.146 -0.300 4.562
C -3.090 1.146 6.303
C -2.269 -0.072 3.667
C -1.553 0.049 2.675
H -3.611 -2.016 6.851
H -1.921 -1.884 6.336
H -3.099 -2.731 5.314
H -5.818 -0.445 5.414
H -5.315 -1.112 3.849
H -5.417 0.639 4.068
H -3.762 1.068 7.166
H -3.278 2.109 5.816
H -2.060 1.151 6.675
*
```

---

Entry from the Open Molecules 2025 dataset: a structure of composition C41H48BN11PS3W (ωB97M-V/def2-TZVPD).

- Energy: -3821.236074 Ha
- Lowest unoccupied orbital energy (alpha / beta): -2.7 / -2.8 eV
- Gap between HOMO and LUMO (alpha / beta): 7.13 / 7.10 eV
- Energy relative to the best compared isomer or geometry (same formula, charge and spin): 2.518 eV

```
! wB97M-V def2-TZVPD RIJCOSX def2/J DEFGRID3
* xyz 1 3
W -0.124 0.607 0.068
C 2.062 1.304 3.201
C 0.590 1.546 3.164
C -0.211 1.987 4.216
C -1.482 2.163 3.690
C -2.732 2.619 4.369
N -1.426 1.850 2.395
N -0.163 1.438 2.064
B -2.500 2.020 1.295
N -2.570 0.585 0.551
N -2.050 -0.427 1.350
C -2.909 -1.419 1.355
C -2.776 -2.628 2.229
C -4.007 -1.101 0.513
C -3.763 0.143 0.020
C -4.612 0.989 -0.859
N -2.012 3.086 0.326
N -0.662 3.122 0.126
C -0.410 4.289 -0.467
C 0.959 4.823 -0.760
C -1.606 4.994 -0.663
C -2.603 4.204 -0.142
C -4.072 4.475 -0.076
H 2.591 2.260 3.169
H 2.396 0.706 2.361
H 2.345 0.812 4.134
H 0.104 2.169 5.233
H -2.592 2.589 5.447
H -3.578 1.986 4.104
H -2.981 3.644 4.086
H -3.568 2.305 1.767
H -2.330 -2.358 3.189
H -2.168 -3.405 1.764
H -3.764 -3.044 2.422
H -4.876 -1.713 0.313
H -5.334 0.365 -1.383
H -4.010 1.528 -1.593
H -5.162 1.723 -0.265
H 1.432 4.321 -1.602
H 1.616 4.725 0.104
H 0.873 5.881 -1.005
H -1.714 5.968 -1.123
H -4.262 5.495 -0.406
H -4.462 4.360 0.939
H -4.628 3.803 -0.731
N 0.494 -1.761 2.502
N 1.636 -2.443 2.135
C 2.350 -2.053 1.068
N 3.351 -2.858 0.725
S 2.209 -0.606 0.166
H 0.512 -1.546 3.489
H -0.332 -2.296 2.272
H 1.753 -3.389 2.458
H 3.561 -3.705 1.224
H 3.909 -2.618 -0.077
N -0.670 -1.092 -2.183
C -0.483 -1.251 -0.954
H -0.715 -1.892 -2.810
S 0.391 -4.172 -3.235
P -0.860 -4.233 -1.759
S -0.412 -2.932 -0.160
C -0.950 -5.819 -0.879
C -0.059 -6.107 0.156
C -0.120 -7.331 0.808
C -1.060 -8.277 0.419
C -1.925 -8.006 -0.634
C -1.872 -6.782 -1.284
C -2.575 -3.839 -2.210
C -3.594 -3.983 -1.268
C -4.918 -3.843 -1.654
C -5.227 -3.546 -2.979
C -4.214 -3.377 -3.911
C -2.885 -3.532 -3.529
H 0.682 -5.371 0.445
H 0.568 -7.551 1.617
H -1.113 -9.231 0.931
H -2.646 -8.751 -0.947
H -2.549 -6.577 -2.105
H -3.346 -4.221 -0.238
H -5.713 -3.983 -0.931
H -6.264 -3.462 -3.285
H -4.461 -3.146 -4.940
H -2.085 -3.437 -4.255
C 4.930 1.989 -1.546
C 4.311 1.375 -2.629
C 2.938 1.195 -2.645
C 2.160 1.628 -1.575
C 2.786 2.239 -0.491
C 4.162 2.419 -0.475
N 0.738 1.414 -1.548
C -0.034 2.036 -2.585
C -1.412 1.805 -2.673
C -2.202 2.488 -3.581
C -1.641 3.406 -4.456
C -0.270 3.605 -4.419
C 0.525 2.931 -3.503
H 6.003 2.129 -1.537
H 4.905 1.025 -3.467
H 2.454 0.695 -3.478
H 2.176 2.571 0.337
H 4.635 2.896 0.376
H -1.862 1.055 -2.048
H -3.267 2.285 -3.628
H -2.261 3.947 -5.163
H 0.195 4.299 -5.110
H 1.589 3.120 -3.498
*
```